Entry 1:
Density functional theory data (wB97M-V/def2-TZVPD) for a structure of composition C15H25N7RhS3Se2 in a non-equilibrium geometry.

XYZ file:
```
53
Properties=species:S:1:pos:R:3:forces:R:3
Rh 0.405 0.387 0.745 -1.069 1.377 -2.225
C 3.259 2.576 -0.451 0.741 -0.142 1.065
Se 2.981 1.245 1.059 0.545 1.468 -0.075
C 2.553 2.514 2.509 0.698 0.601 -0.331
C 1.428 3.465 2.165 -0.057 -0.342 0.918
Se -0.326 2.655 1.703 0.435 1.968 -0.793
C -0.519 3.968 0.211 -0.192 0.011 -0.200
H 3.666 3.529 -0.027 -0.680 -0.769 -0.278
H 2.358 2.679 -1.046 -0.085 0.154 0.159
H 4.059 2.158 -1.060 -0.141 -0.141 0.007
H 3.479 3.113 2.668 -0.628 -0.418 0.033
H 2.336 1.969 3.424 0.174 -0.257 -0.101
H 1.740 4.081 1.336 -0.236 0.269 -0.236
H 1.235 4.076 3.052 0.062 0.136 -0.309
H -0.469 5.011 0.556 -0.142 -0.517 0.293
H -1.473 3.778 -0.287 0.146 0.071 0.222
H 0.268 3.828 -0.541 -0.163 -0.184 0.390
S -0.713 -1.671 0.837 -0.931 -1.142 0.436
C 0.196 -2.754 -0.143 0.349 -0.717 -1.011
C -0.118 -4.136 -0.289 0.324 0.163 0.246
C 0.751 -5.012 -0.918 0.155 1.068 -0.159
C 1.915 -4.504 -1.540 -0.007 -0.119 -0.031
C 2.210 -3.147 -1.496 0.557 -0.918 -0.233
C 1.347 -2.267 -0.838 -0.386 0.409 0.408
S 1.649 -0.555 -0.902 0.940 -1.972 -1.077
H -1.011 -4.598 0.118 -0.035 0.537 0.328
H 0.494 -6.065 -0.873 0.246 0.069 -0.374
H 2.562 -5.186 -2.089 0.044 0.166 0.285
H 3.179 -2.773 -1.873 -0.819 -0.196 -0.087
S -0.475 1.358 -1.612 -0.788 0.128 -0.286
C -1.768 0.468 -2.316 -0.447 -0.631 -0.769
N -2.318 -0.638 -1.792 1.275 0.472 1.160
C -3.186 -1.561 -2.510 -0.022 -0.201 0.378
C -4.066 -0.731 -3.418 -0.509 -0.033 -0.542
C -3.215 0.173 -4.317 -0.273 -0.242 -0.319
N -2.222 0.886 -3.515 0.312 0.172 0.269
H -1.911 -0.896 -0.870 -0.390 -0.090 -0.771
H -3.790 -2.145 -1.776 0.493 0.543 -0.463
H -2.577 -2.300 -3.089 -0.415 0.590 0.331
H -4.818 -0.121 -2.894 0.467 -0.244 0.251
H -4.638 -1.439 -4.015 -0.037 0.175 -0.334
H -3.851 0.914 -4.832 0.315 -0.343 0.236
H -2.721 -0.449 -5.089 -0.067 0.358 0.298
H -1.753 1.710 -3.880 -0.262 -0.390 0.014
N -0.662 -0.109 5.799 -0.823 -0.387 0.267
N 0.168 -0.320 4.716 0.912 0.408 -2.977
N 1.408 -0.812 4.628 -0.817 -0.257 1.591
C 1.752 -0.656 3.350 -1.602 0.442 1.903
N 0.747 -0.050 2.698 0.619 -0.608 2.546
N -0.233 0.169 3.545 0.284 -0.497 0.880
H -0.372 -0.663 6.618 -0.302 0.187 -0.820
H -1.681 -0.209 5.495 2.118 -0.115 0.598
H 2.741 -0.940 3.064 0.114 -0.071 -0.708
```
Positions in Å, forces in eV/Å.

Values from the calculation:
LUMO (alpha / beta): -2.03 / -4.35 eV
energy: -7077.50824 Ha
spin multiplicity: 5
energy relative to the best compared isomer or geometry (same formula, charge and spin): 0.000 eV
⟨S²⟩: 6.031
total charge: +1



Entry 2:
Density functional theory data (wB97M-V/def2-TZVPD) for the molecule C6H12O.

XYZ file:
```
19
Properties=species:S:1:pos:R:3:forces:R:3
C -1.867 -0.170 0.219 -0.023 0.043 0.052
C -1.133 -1.164 -0.682 -0.008 -0.048 -0.024
C 0.272 -0.725 -1.108 -0.015 0.037 -0.066
C 1.298 -0.627 0.031 0.012 -0.058 0.069
C 1.066 0.470 1.059 0.035 -0.038 0.204
C 1.016 1.905 0.570 -0.052 0.047 0.032
O 0.977 0.214 2.242 0.055 0.101 -0.430
H -1.391 -0.079 1.200 -0.100 -0.010 -0.159
H -2.901 -0.487 0.390 0.144 0.036 -0.041
H -1.899 0.828 -0.238 -0.002 -0.149 0.055
H -1.067 -2.137 -0.175 0.001 0.137 -0.062
H -1.727 -1.331 -1.590 0.085 0.010 0.127
H 0.209 0.232 -1.644 0.003 -0.124 0.088
H 0.657 -1.448 -1.837 -0.046 0.097 0.105
H 2.291 -0.450 -0.408 -0.132 0.018 0.070
H 1.346 -1.571 0.584 -0.010 0.116 -0.086
H 0.533 2.524 1.330 0.085 -0.074 -0.110
H 0.493 2.009 -0.386 0.092 -0.052 0.160
H 2.042 2.267 0.426 -0.123 -0.090 0.017
```
Positions in Å, forces in eV/Å.

Values from the calculation:
LUMO: 0.96 eV
energy: -311.05273 Ha
SMILES string: CCCCC(C)=O
energy relative to the best compared isomer or geometry (same formula, charge and spin): 0.178 eV
total charge: 0



- What is the formula in the second record?
  C6H12O



- The highest energy belongs to which entry?
  C6H12O